{
  "formula": "C4H8O2",
  "method": "ωB97M-V with the def2-TZVPD basis set",
  "homo_energy_ev": -9.40,
  "relative_energy_kcal_mol": 39.3,
  "lumo_ev": 0.826,
  "elements": ["C", "O", "C", "C", "C", "O", "H", "H", "H", "H", "H", "H", "H", "H"],
  "positions_angstrom": [[-1.72, 0.82, 0.16], [-1.41, -0.52, -0.13], [-0.29, -1.07, 0.49], [1.13, -0.85, 0.01], [1.50, 0.39, -0.77], [1.97, -1.62, 0.44], [-1.50, 1.45, -0.71], [-2.79, 0.89, 0.38], [-1.15, 1.20, 1.01], [-0.10, -0.59, 1.47], [-0.47, -2.15, 0.59], [2.46, 0.77, -0.41], [0.74, 1.17, -0.72], [1.62, 0.09, -1.82]],
  "nbo_charge": [-0.250, -0.531, -0.158, 0.562, -0.728, -0.548, 0.173, 0.191, 0.168, 0.188, 0.222, 0.244, 0.220, 0.248]
}


{
  "formula": "C2H8N2O2S",
  "method": "ωB97M-V with the def2-TZVPD basis set",
  "homo_energy_ev": [-9.21, -9.21],
  "relative_energy_kcal_mol": 63.6,
  "lumo_ev": [-0.187, -0.187],
  "elements": ["C", "C", "N", "N", "O", "O", "S", "H", "H", "H", "H", "H", "H", "H", "H"],
  "positions_angstrom": [[-1.55, 0.16, -0.86], [2.29, -0.17, 0.05], [-1.44, 0.26, 1.58], [-1.33, 0.89, 0.31], [0.56, 2.01, -1.01], [1.24, -0.07, 0.93], [0.14, 1.73, 0.34], [-1.24, -0.85, -0.95], [-2.52, 0.27, -1.19], [-0.94, 0.66, -1.66], [2.47, -1.26, 0.05], [3.27, 0.33, 0.38], [1.89, 0.02, -0.92], [-0.60, -0.24, 1.83], [-1.99, 0.68, 2.26]],
  "nbo_charge": [-0.449, -0.266, -0.695, -0.461, -0.874, -0.763, 1.561, 0.207, 0.204, 0.234, 0.180, 0.162, 0.177, 0.404, 0.377]
}


{
  "formula": "C38H56F12N4O30S4Sr",
  "method": "ωB97M-V with the def2-TZVPD basis set",
  "homo_energy_ev": -0.44,
  "total_charge": -2,
  "lumo_ev": 2.683,
  "elements": ["Sr", "C", "F", "F", "F", "S", "O", "O", "N", "S", "O", "O", "C", "F", "F", "F", "C", "F", "F", "F", "S", "O", "O", "N", "S", "O", "O", "C", "F", "F", "F", "C", "O", "O", "O", "C", "O", "C", "C", "O", "C", "C", "O", "C", "H", "H", "H", "H", "H", "H", "H", "H", "H", "H", "H", "H", "H", "H", "C", "O", "C", "C", "O", "C", "C", "O", "C", "H", "H", "H", "H", "H", "H", "H", "H", "H", "H", "H", "H", "H", "H", "C", "C", "C", "C", "C", "C", "N", "O", "O", "H", "H", "H", "H", "H", "C", "C", "C", "C", "C", "C", "N", "O", "O", "H", "H", "H", "H", "H", "C", "O", "C", "O", "O", "C", "H", "H", "H", "H", "H", "H", "C", "O", "C", "O", "O", "C", "H", "H", "H", "H", "H", "H", "C", "O", "C", "O", "O", "C", "H", "H", "H", "H", "H", "H"],
  "positions_angstrom": [[-17.65, -16.63, -5.48], [-20.79, -15.92, -2.39], [-21.77, -15.19, -1.93], [-19.57, -15.52, -1.80], [-21.03, -17.17, -2.03], [-20.83, -15.76, -4.36], [-22.20, -15.56, -4.84], [-19.93, -14.72, -4.78], [-19.87, -17.25, -4.79], [-21.01, -18.21, -5.04], [-22.07, -18.32, -4.02], [-21.51, -18.13, -6.40], [-19.97, -19.95, -4.96], [-18.92, -19.91, -5.81], [-19.49, -20.07, -3.69], [-20.78, -20.91, -5.31], [-11.82, -16.73, -0.25], [-11.56, -16.88, -1.52], [-10.63, -16.70, 0.40], [-12.34, -15.51, 0.04], [-12.94, -18.26, 0.39], [-12.46, -19.40, -0.31], [-12.81, -18.38, 1.89], [-14.60, -18.03, -0.17], [-15.15, -17.01, 0.88], [-16.24, -17.56, 1.70], [-14.23, -16.18, 1.69], [-16.08, -15.81, -0.37], [-15.13, -15.08, -1.06], [-16.85, -16.45, -1.25], [-16.89, -14.96, 0.33], [-15.08, -17.63, -4.25], [-14.12, -18.03, -3.63], [-15.12, -16.83, -5.18], [-16.18, -18.11, -3.90], [-20.47, -20.75, -8.60], [-21.52, -21.59, -8.35], [-22.85, -21.04, -8.19], [-23.29, -20.08, -9.32], [-22.92, -20.63, -10.62], [-23.66, -20.15, -11.70], [-23.59, -18.63, -11.88], [-24.33, -17.74, -11.09], [-25.72, -17.91, -11.05], [-20.31, -20.09, -7.74], [-20.56, -20.08, -9.45], [-19.50, -21.25, -8.70], [-22.86, -20.49, -7.25], [-23.37, -21.99, -8.12], [-22.69, -19.20, -9.10], [-24.35, -19.89, -9.20], [-24.72, -20.40, -11.68], [-23.17, -20.68, -12.52], [-23.92, -18.54, -12.92], [-22.52, -18.42, -11.95], [-26.18, -17.73, -12.03], [-26.16, -17.15, -10.41], [-25.96, -18.94, -10.78], [-18.64, -18.63, -0.80], [-17.37, -19.21, -0.49], [-17.64, -20.26, 0.45], [-16.31, -20.95, 0.83], [-15.62, -21.37, -0.43], [-14.47, -22.13, -0.18], [-13.90, -22.65, -1.44], [-13.62, -21.44, -2.21], [-12.87, -21.55, -3.39], [-19.30, -19.44, -1.12], [-18.46, -18.01, -1.68], [-18.98, -17.96, -0.01], [-18.34, -20.99, 0.02], [-18.11, -19.85, 1.34], [-16.50, -21.85, 1.41], [-15.61, -20.30, 1.36], [-14.61, -22.97, 0.50], [-13.73, -21.60, 0.42], [-14.57, -23.34, -1.95], [-13.04, -23.28, -1.24], [-11.85, -21.85, -3.14], [-12.81, -20.60, -3.93], [-13.41, -22.28, -4.00], [-24.11, -13.62, -7.97], [-22.95, -13.32, -7.26], [-21.81, -14.14, -7.47], [-21.94, -15.27, -8.35], [-23.08, -15.55, -9.04], [-24.16, -14.69, -8.85], [-20.78, -16.16, -8.59], [-20.78, -16.97, -9.46], [-19.79, -15.95, -7.88], [-25.00, -13.05, -7.76], [-22.89, -12.45, -6.63], [-20.86, -13.81, -7.07], [-23.17, -16.43, -9.66], [-25.04, -15.05, -9.35], [-17.65, -10.69, -0.59], [-17.89, -12.06, -0.69], [-17.61, -12.72, -1.85], [-17.11, -11.99, -2.97], [-16.78, -10.66, -2.81], [-17.09, -9.99, -1.66], [-16.69, -12.66, -4.27], [-16.99, -13.84, -4.43], [-16.06, -12.04, -5.12], [-17.95, -10.14, 0.29], [-18.31, -12.60, 0.15], [-17.84, -13.77, -1.95], [-16.43, -10.11, -3.67], [-16.91, -8.94, -1.54], [-14.81, -17.79, -9.00], [-16.11, -18.00, -9.55], [-17.23, -18.11, -8.81], [-17.31, -17.85, -7.60], [-18.30, -18.39, -9.67], [-18.16, -19.03, -10.93], [-14.71, -16.86, -8.44], [-13.97, -17.90, -9.68], [-14.59, -18.62, -8.32], [-17.58, -19.94, -10.78], [-17.64, -18.33, -11.59], [-19.19, -19.10, -11.28], [-14.28, -14.26, -6.99], [-15.16, -13.60, -7.91], [-16.34, -14.02, -8.03], [-16.88, -14.90, -7.31], [-16.92, -13.23, -8.91], [-18.23, -13.64, -9.47], [-13.33, -13.73, -7.04], [-14.07, -15.29, -7.26], [-14.58, -14.13, -5.95], [-18.52, -12.91, -10.22], [-19.05, -13.77, -8.75], [-18.24, -14.61, -9.95], [-15.58, -21.38, -5.71], [-16.25, -22.49, -5.06], [-16.64, -22.34, -3.85], [-16.42, -21.39, -3.14], [-17.31, -23.45, -3.34], [-17.80, -24.49, -4.18], [-16.20, -20.49, -5.76], [-15.33, -21.70, -6.73], [-14.73, -21.02, -5.12], [-17.08, -25.06, -4.76], [-18.35, -24.02, -4.99], [-18.37, -25.24, -3.62]],
  "mulliken_charge": [2.376, 0.584, -0.202, -0.114, -0.187, 0.373, -0.510, -0.461, -0.490, 0.452, -0.629, -0.413, 0.324, 0.065, -0.135, -0.161, 0.632, -0.197, -0.278, -0.222, 0.696, -0.476, -0.632, 0.070, 0.575, -0.689, -0.588, 0.482, -0.255, 0.010, -0.260, 0.372, -0.712, -0.815, -0.426, -0.321, -0.480, -0.550, 0.318, -0.342, -0.631, -0.574, -0.157, -0.876, 0.014, 0.143, 0.324, 0.133, 0.383, -0.081, 0.242, 0.303, 0.408, 0.482, 0.213, 0.357, 0.234, 0.304, -0.914, 0.624, -0.981, -0.743, 0.183, -0.823, -0.555, 0.291, -1.105, 0.475, -0.306, 0.301, 0.468, 0.353, 0.396, 0.348, 0.410, 0.286, 0.166, 0.478, 0.347, 0.015, 0.467, -0.702, -0.798, -0.465, 0.843, -0.690, -0.326, 1.334, -0.719, -0.115, 0.367, 0.456, 0.214, 0.480, 0.253, -0.490, -0.656, 0.453, -0.599, -0.406, -0.540, 1.087, -0.409, -0.608, 0.374, 0.445, 0.462, 0.411, 0.367, -0.303, -0.447, -0.573, 0.779, 0.350, -0.865, -0.186, 0.322, 0.196, 0.311, 0.330, 0.164, -0.354, -0.483, 0.568, -0.070, -0.422, -0.358, 0.272, 0.051, 0.155, 0.359, -0.077, 0.240, 0.212, -0.464, 0.324, 0.007, -0.237, -0.744, -0.244, 0.278, -0.090, 0.283, 0.261, 0.247]
}